Record 1
# C4H9S

A 2-piece molecular cluster, C4H9S overall at a distorted geometry (the ωB97M-V functional and the def2-TZVPD basis, the OMol25 dataset).

```
! RIJCOSX wB97M-V def2-TZVPD def2/J DEFGRID3
* xyz -1 1
C 1.6635 1.6593 -0.7027
S 2.2411 -0.0539 -0.3136
H 0.6536 1.8488 -0.3351
H 2.3559 2.3059 -0.1606
H 1.7698 1.8819 -1.7609
C -1.5703 -1.1576 -0.5650
C -2.5789 -0.5444 0.3878
C -2.2375 -0.1244 1.5982
H -2.0012 -1.2297 -1.5611
H -0.7078 -0.5053 -0.5252
H -1.3427 -2.1537 -0.2123
H -3.6311 -0.5060 0.0837
H -2.8963 0.0829 2.4275
H -1.1646 -0.1855 1.8042
*
```

Output
Frontier orbital gap: 5.877 eV
E_LUMO: 3.81 eV
Energy above the lowest of the compared OMol25 structures with the same formula, charge and spin: 85.1 kJ/mol
E_tot: -15128.768 eV
E_HOMO: -2.1 eV

=====

Record 2
# C4H7NO2

One molecule with the formula C4H7NO2 at a distorted geometry (the ωB97M-V functional and the def2-TZVPD basis, the OMol25 dataset).

```
! RIJCOSX wB97M-V def2-TZVPD def2/J DEFGRID3
* xyz 0 1
C 1.6966 0.8493 -0.2242
C 0.4396 0.0851 -0.1834
C -0.1021 -0.7752 -1.2576
C -0.5551 0.3267 1.1258
N -1.7485 -0.2528 1.2153
O -2.1890 -0.9314 0.3032
O -2.4369 0.0136 2.1915
H 2.4014 0.0976 0.1683
H 1.5961 1.6405 0.4908
H 1.7956 1.0734 -1.2924
H 0.5403 -0.6309 -2.1726
H -0.2087 -1.8207 -0.8141
H -1.1062 -0.4472 -1.5708
H -0.1229 0.7719 2.0204
*
```

Output
Structure (SMILES): CC(C)=C[N+](=O)[O-]
Frontier orbital gap (alpha / beta): 8.362 / 8.365 eV
E_LUMO (alpha / beta): -0.83 / -0.83 eV
Energy above the lowest of the compared OMol25 structures with the same formula, charge and spin: 609.8 kJ/mol
E_tot: -9840.960 eV
E_HOMO (alpha / beta): -9.2 / -9.2 eV

=====

Record 3
# C2H6CsO

C2H6CsO as an isolated structure (the ωB97M-V functional and the def2-TZVPD basis, the OMol25 dataset).

```
! RIJCOSX wB97M-V def2-TZVPD def2/J DEFGRID3
* xyz 1 1
Cs 3.5822 -0.1693 0.1723
C -0.0168 -0.2261 -0.8673
C -0.8394 -0.1362 0.4204
O -0.0325 0.5144 1.4175
H 0.2802 0.7645 -1.2117
H -0.5801 -0.6642 -1.6913
H 0.8422 -0.8857 -0.7444
H -1.1402 -1.1133 0.7983
H -1.7064 0.5101 0.2838
H -0.3892 1.4057 1.4225
*
```

Output
Frontier orbital gap: 10.125 eV
E_LUMO: -3.79 eV
Energy above the lowest of the compared OMol25 structures with the same formula, charge and spin: 38.8 kJ/mol
E_tot: -4761.033 eV
E_HOMO: -13.9 eV